Computed, not measured: 2 unconnected molecules or ions with the total composition C15H23B4BrN2O5 at a distorted geometry, with the ωB97M-V functional and the def2-TZVPD basis.

LUMO level   -7.9 eV
Total charge   +2
Calculated total energy   -101888.4025 eV
Energy relative to the best compared isomer or geometry (same formula, charge and spin)   0.0 kJ/mol

Each line ends with the Mulliken charge.
CARTESIAN COORDINATES (ANGSTROEM)
C: -3.202 4.606 0.905  -0.600
B: 2.999 -4.744 -0.903  0.178
H: -2.797 -1.240 -3.084  0.284
C: -1.963 6.551 -0.562  -0.103
N: -2.426 0.235 -1.626  0.019
C: -3.235 5.924 1.290  -0.376
H: 2.277 -1.919 -1.338  0.349
H: 5.931 -4.362 2.981  0.328
B: 3.314 -5.884 0.358  0.954
C: -2.343 -1.171 -2.102  -0.854
C: -2.536 4.248 -0.265  0.639
H: -3.411 3.243 -2.656  0.527
H: -3.760 8.593 0.980  0.380
H: -2.137 8.907 0.326  0.272
C: -1.903 5.247 -0.998  -0.732
H: -1.487 7.359 -1.098  0.402
H: 2.108 -1.965 0.441  0.365
H: -1.294 -1.455 -2.156  0.360
H: -1.576 -0.291 0.184  0.565
H: -3.293 0.883 -3.388  0.395
C: 1.599 -2.106 -0.509  -0.947
C: -2.717 8.287 1.001  -0.854
H: -2.875 -1.807 -1.400  0.388
C: 0.948 -3.484 -0.630  -0.003
H: 0.823 -1.337 -0.567  0.106
Br: 1.363 -6.887 3.836  -0.264
N: -2.628 6.872 0.557  -0.018
C: -2.512 2.835 -0.732  0.774
O: 4.596 -6.294 0.636  -0.218
H: 0.025 -3.382 -1.202  0.166
B: 4.932 -6.022 1.957  0.358
C: -2.934 1.190 -2.417  -0.163
O: 2.328 -6.328 1.229  -0.293
C: -2.004 1.820 0.075  -0.726
H: 4.565 -3.548 -1.001  0.316
H: 6.588 -4.754 1.394  0.261
C: -2.987 2.500 -1.995  -0.665
O: 4.020 -6.462 2.909  -0.386
O: 4.060 -4.154 -1.543  -0.555
B: 2.719 -6.539 2.522  0.331
H: 0.659 -3.840 0.362  0.249
C: 6.188 -5.182 2.312  -0.880
H: -3.748 6.254 2.181  0.495
H: -1.619 2.022 1.065  0.514
H: -1.355 5.024 -1.902  0.517
H: 6.983 -5.771 2.764  0.319
C: -1.970 0.531 -0.398  -0.358
O: 1.718 -4.439 -1.316  -0.720
H: -3.713 3.872 1.513  0.521
H: -2.318 8.365 2.009  0.382